Formula: C14H25BiClIN2OP2
Source: OMol25
Level of theory: ωB97M-V/def2-TZVPD

Results
HOMO level (alpha / beta) ... -13.56 / -13.45 eV
Total charge ... +2

XYZ file:
```
47
Properties=species:S:1:pos:R:3:forces:R:3
C 1.8264 -1.6622 -0.6086 1.7 0.0 -0.6
C 0.5848 -1.0598 0.0089 -3.6 -4.8 -3.4
H 1.6258 -2.7185 -0.9060 -0.4 0.9 0.4
H 2.7303 -1.7633 0.0340 -0.5 0.9 -0.7
H 1.9769 -1.1270 -1.5996 0.3 -0.4 1.3
O -0.4167 -1.7180 -0.2957 3.5 2.0 1.3
I 0.1997 0.6999 1.0613 -1.1 2.5 -1.1
Bi 4.3606 2.2081 -1.7877 1.8 -0.6 0.3
P 0.7882 1.5805 -2.5163 -1.5 0.3 -1.8
C -1.0154 1.3357 -3.0073 0.4 0.0 1.5
C 0.7996 3.2299 -3.3459 2.3 0.8 3.2
H 0.6026 3.2363 -4.3651 -0.5 -0.2 -1.8
H 1.0194 1.1474 -4.8335 0.2 -0.4 0.0
H 1.8625 3.5792 -3.1837 -0.8 0.3 -0.5
H 2.5036 0.6241 -3.9826 -0.2 -0.1 -0.2
H -1.6498 2.0824 -2.5208 0.1 -0.2 -0.1
H 0.1661 3.9501 -2.8042 0.2 -0.3 -0.2
C 1.4032 0.6187 -3.9539 0.4 -0.6 -0.2
H -1.0614 1.4540 -4.0711 0.1 0.2 -0.6
H 1.0532 -0.4418 -3.9969 0.3 0.8 0.2
H -1.3428 0.3439 -2.7644 -0.4 -0.5 0.3
P 1.6441 -0.6792 2.5590 -1.3 -0.9 2.3
C 0.2703 -1.4889 3.4640 1.0 0.1 -0.3
C 2.6950 -2.0457 2.4656 3.0 -1.6 -0.9
H 3.2627 0.6831 3.3633 0.2 0.3 0.5
H 2.3933 -0.0693 4.7529 0.1 0.0 -0.3
H 1.7103 1.3730 3.9677 0.4 -1.0 -0.5
C 2.2867 0.4262 3.7803 0.5 1.4 0.4
H 3.7270 -1.8541 2.0570 -1.0 0.0 0.2
H 2.8590 -2.2642 3.4979 0.2 -0.6 0.9
H 0.7168 -1.7932 4.4112 -0.2 -0.1 0.1
H -0.0198 -2.3782 2.9239 -0.4 -0.2 -0.1
H 2.3170 -2.9629 1.9794 -0.2 0.6 0.2
H -0.5236 -0.7891 3.6200 -0.6 0.2 0.2
Cl 6.6698 1.2920 -1.2669 -2.2 0.7 -0.4
N -5.7306 2.6723 1.1617 1.8 -2.6 -0.6
C -5.1184 1.7048 0.8880 -1.8 2.5 0.1
C -4.4255 0.4934 0.5138 -0.2 1.3 0.5
C -4.9295 -0.7018 1.0604 0.0 0.2 -1.1
C -4.1297 -1.8053 1.0406 3.0 0.6 -1.3
C -2.7592 -1.5272 0.5920 -3.1 1.2 -1.1
N -2.5158 -0.5164 -0.2832 2.0 -0.8 2.1
C -3.2336 0.5676 -0.2468 -3.8 -1.2 2.4
H -5.9366 -0.7455 1.4376 -0.2 0.1 0.1
H -4.4378 -2.8221 1.1521 -0.2 -0.3 1.0
H -1.8799 -1.9081 1.0514 0.1 -1.5 -0.4
H -2.9289 1.5393 -0.5038 0.6 0.8 -1.4
```
Forces are in eV/Å.